{
  "formula": "C39H41BN3O9",
  "method": "ωB97M-V/def2-TZVPD",
  "species": ["C", "C", "C", "C", "N", "B", "C", "C", "O", "N", "C", "C", "O", "C", "C", "C", "O", "O", "N", "O", "H", "H", "H", "H", "H", "H", "H", "H", "H", "H", "H", "H", "H", "H", "H", "H", "H", "H", "H", "H", "H", "H", "H", "H", "H", "C", "C", "C", "C", "C", "C", "C", "O", "C", "C", "C", "C", "C", "C", "C", "O", "H", "H", "H", "H", "H", "H", "H", "H", "C", "C", "C", "C", "C", "C", "C", "O", "C", "C", "C", "C", "C", "C", "C", "O", "H", "H", "H", "H", "H", "H", "H", "H"],
  "xyz": [[-6.958, 1.738, -2.612], [-5.770, 1.901, -1.667], [-4.420, 2.009, -2.375], [-3.213, 1.716, -1.449], [-2.557, 2.933, -1.013], [-1.229, 2.758, -0.253], [-0.049, 2.290, -1.305], [1.000, 1.282, -0.906], [2.201, 1.500, -1.070], [0.575, 0.072, -0.326], [1.643, -0.666, 0.326], [-0.254, -0.735, -1.208], [-0.942, 4.066, 0.362], [0.217, 4.074, 1.142], [-0.086, 4.069, 2.655], [0.559, 5.212, 3.425], [0.415, 2.866, 3.256], [-1.400, 1.699, 0.881], [-2.353, 2.011, 1.754], [-2.757, 1.061, 2.353], [-6.771, 0.963, -3.353], [-7.835, 1.438, -2.035], [-7.221, 2.677, -3.096], [-5.919, 2.789, -1.052], [-5.739, 1.050, -0.985], [-4.290, 3.031, -2.735], [-4.396, 1.363, -3.257], [-3.609, 1.150, -0.596], [-2.512, 1.089, -1.992], [-3.193, 3.496, -0.462], [0.522, 3.184, -1.550], [-0.492, 1.956, -2.247], [1.201, -1.317, 1.082], [2.300, 0.026, 0.843], [2.230, -1.275, -0.367], [-1.278, -0.364, -1.157], [-0.290, -1.755, -0.834], [0.069, -0.713, -2.252], [0.874, 3.221, 0.949], [0.801, 4.970, 0.902], [-1.171, 4.108, 2.753], [1.534, 4.893, 3.787], [0.620, 6.123, 2.837], [-0.042, 5.437, 4.308], [0.035, 2.134, 2.762], [1.077, -6.328, -6.519], [0.181, -7.078, -7.274], [-1.137, -6.673, -7.395], [-1.568, -5.518, -6.755], [-0.673, -4.775, -5.984], [0.651, -5.179, -5.875], [-1.120, -3.553, -5.255], [-0.349, -2.899, -4.590], [-2.553, -3.160, -5.362], [-3.001, -2.054, -4.649], [-4.326, -1.664, -4.742], [-5.206, -2.372, -5.554], [-4.766, -3.477, -6.263], [-3.440, -3.880, -6.165], [-2.989, -5.087, -6.911], [-3.751, -5.708, -7.623], [2.108, -6.643, -6.432], [0.513, -7.981, -7.768], [-1.839, -7.247, -7.983], [1.339, -4.591, -5.283], [-2.310, -1.507, -4.023], [-4.673, -0.806, -4.183], [-6.240, -2.061, -5.629], [-5.446, -4.034, -6.893], [8.486, -0.764, 6.453], [7.927, -1.646, 5.534], [6.604, -1.506, 5.152], [5.830, -0.489, 5.695], [6.385, 0.385, 6.630], [7.717, 0.248, 7.001], [5.563, 1.461, 7.257], [6.055, 2.221, 8.068], [4.133, 1.566, 6.865], [3.335, 2.528, 7.469], [2.004, 2.647, 7.108], [1.463, 1.815, 6.135], [2.253, 0.852, 5.530], [3.585, 0.717, 5.897], [4.409, -0.345, 5.257], [3.948, -1.081, 4.411], [9.523, -0.871, 6.744], [8.527, -2.442, 5.113], [6.162, -2.182, 4.433], [8.141, 0.936, 7.718], [3.762, 3.177, 8.221], [1.384, 3.397, 7.581], [0.429, 1.921, 5.841], [1.840, 0.203, 4.771]],
  "forces_ev_per_a": [[-0.18, 0.12, 0.57], [0.10, -0.13, -0.26], [0.18, 0.22, 0.20], [-0.76, 0.66, -0.06], [0.67, -0.24, 0.07], [-0.88, 1.04, -0.52], [0.32, -0.58, 0.38], [0.61, 0.18, -0.34], [-0.67, 0.02, 0.54], [0.88, 0.18, -0.35], [-0.17, -0.13, 0.10], [-0.89, 0.40, 0.52], [0.17, -0.54, -0.16], [0.10, 0.47, 0.26], [0.35, -0.10, -0.29], [-0.47, -0.20, 0.42], [-0.14, 0.05, 0.35], [-0.04, -0.38, 0.27], [-0.08, 0.14, -0.48], [0.07, -0.18, 0.29], [0.02, 0.01, -0.18], [-0.10, -0.04, -0.06], [0.13, -0.01, -0.28], [-0.02, 0.00, 0.15], [-0.02, -0.09, 0.05], [0.04, 0.01, -0.20], [-0.10, -0.15, 0.01], [0.18, -0.41, 0.00], [0.24, -0.04, 0.06], [-0.05, 0.02, 0.07], [-0.04, 0.08, -0.12], [-0.20, -0.09, 0.00], [-0.08, -0.14, -0.06], [0.10, 0.04, -0.10], [0.16, 0.02, -0.04], [-0.07, 0.00, -0.11], [0.17, -0.11, -0.07], [0.20, -0.20, -0.04], [0.03, -0.08, -0.12], [0.00, 0.06, -0.07], [-0.09, 0.02, 0.01], [0.24, 0.14, -0.20], [0.13, 0.05, -0.12], [0.04, 0.03, 0.09], [-0.07, -0.20, -0.17], [-0.03, -0.02, -0.02], [0.02, 0.03, 0.02], [0.08, -0.09, -0.04], [0.02, 0.08, 0.06], [-0.09, -0.02, -0.04], [0.11, -0.07, -0.01], [-0.03, 0.16, 0.11], [0.15, -0.05, 0.00], [-0.04, -0.08, -0.06], [-0.05, 0.09, 0.04], [-0.05, -0.02, -0.03], [0.05, 0.00, 0.02], [-0.11, 0.07, 0.03], [0.10, -0.02, 0.02], [-0.12, -0.04, -0.07], [0.01, -0.01, 0.00], [0.01, -0.01, 0.00], [0.01, 0.00, -0.01], [-0.07, 0.06, 0.00], [-0.06, 0.06, 0.04], [0.07, -0.03, -0.02], [0.00, 0.01, 0.01], [-0.01, 0.01, 0.01], [0.05, -0.07, -0.02], [-0.02, -0.02, -0.02], [0.00, 0.03, 0.03], [0.11, -0.08, -0.03], [0.00, 0.08, 0.06], [-0.07, -0.04, -0.05], [0.12, -0.06, 0.00], [0.01, 0.12, 0.09], [0.01, -0.02, 0.01], [0.05, -0.09, -0.05], [-0.10, 0.08, 0.02], [0.00, -0.05, -0.03], [-0.03, 0.03, 0.06], [-0.08, 0.01, 0.01], [0.07, 0.02, 0.05], [-0.10, -0.05, -0.10], [0.01, -0.03, 0.02], [0.01, 0.00, 0.00], [0.01, 0.00, -0.01], [-0.08, 0.05, -0.02], [-0.08, 0.05, 0.02], [0.09, -0.02, -0.01], [-0.01, 0.02, -0.01], [0.01, 0.04, -0.07], [0.06, -0.02, -0.03]],
  "gap_ev": 5.506,
  "total_charge": -1,
  "e_tot_ha": -2377.143163
}

***

{
  "formula": "C39H41BrHgN9O5S2",
  "method": "ωB97M-V/def2-TZVPD",
  "species": ["Hg", "C", "C", "C", "C", "C", "C", "C", "S", "O", "O", "N", "C", "C", "C", "C", "C", "N", "H", "H", "H", "H", "H", "H", "H", "H", "H", "H", "H", "N", "C", "C", "C", "N", "H", "H", "H", "H", "H", "H", "H", "H", "H", "H", "Br", "C", "C", "C", "C", "C", "C", "N", "N", "C", "C", "C", "C", "O", "C", "N", "C", "C", "C", "C", "H", "H", "H", "H", "H", "H", "H", "H", "H", "N", "C", "S", "N", "C", "C", "C", "C", "C", "C", "H", "H", "H", "H", "H", "H", "H", "H", "C", "C", "O", "O", "H", "H", "H"],
  "xyz": [[0.240, -0.744, 0.880], [-5.007, 4.624, -1.192], [-4.249, 3.751, -0.229], [-3.987, 4.168, 1.069], [-3.356, 3.326, 1.969], [-2.956, 2.073, 1.564], [-3.188, 1.647, 0.272], [-3.837, 2.480, -0.619], [-2.379, 0.875, 2.768], [-3.218, -0.287, 2.464], [-2.644, 1.434, 4.083], [-0.864, 0.415, 2.548], [0.206, 1.109, 2.984], [0.202, 2.119, 3.964], [1.394, 2.677, 4.349], [2.589, 2.232, 3.787], [2.504, 1.249, 2.822], [1.363, 0.705, 2.435], [-5.199, 5.605, -0.761], [-5.966, 4.163, -1.433], [-4.462, 4.749, -2.127], [-4.289, 5.157, 1.388], [-3.188, 3.613, 2.994], [-2.855, 0.665, -0.008], [-4.039, 2.137, -1.626], [-0.739, 2.433, 4.383], [1.411, 3.456, 5.099], [3.538, 2.663, 4.073], [3.394, 0.866, 2.339], [-1.544, -2.407, 1.827], [-2.131, -3.724, 1.647], [-1.118, -4.710, 1.065], [-0.712, -4.352, -0.365], [0.310, -3.326, -0.356], [-0.849, -2.461, 2.570], [-2.250, -1.727, 2.129], [-2.984, -3.650, 0.964], [-2.512, -4.134, 2.602], [-1.552, -5.713, 1.082], [-0.225, -4.705, 1.694], [-1.574, -3.957, -0.910], [-0.379, -5.274, -0.882], [0.594, -3.083, -1.297], [1.124, -3.640, 0.158], [7.755, 4.321, 0.064], [7.613, 2.414, -0.028], [6.853, 1.736, 0.915], [6.744, 0.371, 0.839], [7.412, -0.369, -0.173], [8.161, 0.372, -1.123], [8.259, 1.740, -1.057], [7.539, -1.706, -0.192], [6.801, -2.574, 0.411], [5.480, -2.494, 0.650], [4.991, -3.332, 1.671], [3.696, -3.275, 2.125], [2.736, -2.381, 1.595], [1.555, -2.291, 2.078], [3.158, -1.640, 0.427], [2.220, -0.913, -0.218], [2.519, -0.284, -1.334], [3.772, -0.385, -1.932], [4.756, -1.114, -1.296], [4.496, -1.718, -0.063], [6.344, 2.282, 1.699], [6.165, -0.164, 1.579], [8.649, -0.172, -1.922], [8.828, 2.292, -1.797], [5.708, -3.988, 2.146], [3.387, -3.911, 2.944], [1.729, 0.306, -1.781], [3.973, 0.096, -2.876], [5.722, -1.249, -1.761], [-3.645, -1.545, -0.903], [-2.973, -1.024, -1.980], [-1.342, -1.225, -2.205], [-3.671, -0.329, -2.942], [-4.918, -0.549, -3.492], [-5.313, 0.242, -4.587], [-6.517, 0.021, -5.220], [-7.371, -0.987, -4.785], [-6.995, -1.760, -3.691], [-5.794, -1.549, -3.047], [-3.006, -1.811, -0.162], [-4.422, -0.992, -0.564], [-3.039, 0.186, -3.544], [-4.644, 1.015, -4.944], [-6.792, 0.627, -6.075], [-8.306, -1.170, -5.294], [-7.646, -2.553, -3.348], [-5.499, -2.178, -2.221], [0.205, 3.467, -1.137], [-0.170, 2.425, -0.049], [-0.511, 2.860, 1.052], [-0.130, 1.225, -0.425], [0.322, 4.444, -0.673], [-0.592, 3.517, -1.878], [1.126, 3.172, -1.636]],
  "forces_ev_per_a": [[-0.36, -0.78, -0.68], [0.03, -0.10, 0.05], [-0.02, 0.10, 0.03], [-0.04, -0.03, -0.13], [0.04, -0.03, 0.17], [-0.02, -0.21, 0.41], [-0.06, -0.07, -0.13], [0.08, 0.01, 0.08], [-0.15, -0.72, 0.57], [0.13, 0.26, -0.28], [0.20, 0.30, -0.39], [-2.18, -0.16, -0.19], [1.26, 1.01, 0.94], [-0.09, -0.01, -0.02], [0.12, -0.12, -0.03], [-0.04, 0.15, -0.04], [0.36, 0.06, 0.14], [-0.44, 0.42, 0.40], [0.00, 0.07, -0.03], [-0.09, 0.04, -0.05], [0.04, 0.06, -0.04], [-0.06, 0.08, 0.01], [0.05, 0.12, 0.12], [0.10, -0.09, -0.16], [0.02, -0.03, -0.09], [0.04, 0.07, 0.09], [-0.05, 0.08, 0.06], [0.07, -0.06, -0.04], [0.09, -0.04, -0.09], [-0.34, 0.16, 0.25], [0.24, -0.36, 0.21], [-0.28, 0.27, -0.23], [0.18, -0.36, 0.04], [0.20, -0.04, -0.29], [0.08, 0.08, -0.16], [0.26, -0.25, 0.09], [-0.05, -0.03, 0.03], [-0.04, 0.07, -0.20], [0.02, -0.03, 0.04], [0.05, -0.10, 0.07], [-0.08, -0.07, -0.06], [-0.16, 0.17, 0.05], [0.07, 0.00, 0.02], [0.09, 0.13, 0.06], [0.00, 0.04, 0.01], [-0.01, 0.34, 0.03], [0.08, 0.30, -0.09], [-0.18, -0.31, -0.02], [0.06, 0.05, 0.53], [-0.12, -0.03, -0.13], [-0.04, 0.14, 0.03], [1.01, 0.35, -1.58], [0.03, -1.16, 0.99], [-0.46, 0.13, 0.11], [0.18, 0.15, -0.17], [-0.28, 0.17, -0.04], [0.65, -0.24, -0.09], [-0.75, -0.18, 0.37], [0.21, -0.41, 0.40], [0.18, 0.28, -0.47], [-0.15, 0.03, -0.11], [0.31, -0.17, -0.02], [-0.17, 0.16, -0.18], [0.08, -0.12, 0.11], [0.01, 0.03, 0.01], [-0.04, 0.00, 0.03], [0.08, -0.08, 0.04], [-0.03, -0.02, 0.04], [0.09, -0.07, 0.00], [-0.10, 0.01, 0.08], [-0.14, 0.06, 0.04], [-0.06, 0.08, -0.08], [0.05, 0.09, 0.08], [0.10, 0.49, -0.41], [0.81, -0.63, 0.00], [-0.42, 0.20, 0.09], [0.17, 0.50, 0.01], [-0.97, -0.18, -0.21], [0.39, -0.14, 0.39], [-0.26, -0.17, -0.08], [0.08, 0.00, 0.12], [-0.31, 0.11, -0.37], [0.48, 0.16, 0.11], [0.05, -0.06, 0.01], [-0.08, -0.03, 0.01], [0.02, -0.20, 0.16], [0.02, 0.04, 0.01], [0.03, 0.02, 0.04], [-0.04, 0.00, 0.01], [-0.01, -0.02, 0.04], [-0.04, -0.04, 0.02], [-0.04, -0.24, 0.45], [0.15, 0.98, -0.55], [0.13, 0.30, 0.34], [-0.04, -0.68, -0.47], [0.03, 0.04, -0.03], [-0.08, -0.06, -0.09], [0.08, -0.03, -0.10]],
  "multiplicity": 2,
  "de_lowest_kcal_mol": 48.8,
  "gap_ev": [3.335, 4.456],
  "total_charge": -2,
  "e_tot_ha": -5903.617571
}

***

- Which formula does entry 1 have?
  C39H41BN3O9